Below is 3 unconnected molecules or ions with the total composition C16H25IN2O6, with properties calculated with ωB97M-V/def2-TZVPD.

- HOMO-LUMO gap: 9.81 eV
- Multiplicity: 1
- Largest force on an atom: 0.7 eV Å⁻¹
- LUMO level: 0.18 eV
- E_tot: -1483.31329 Ha
- Total charge: 0

Last column: Mulliken charge in e.
Geometry (Å):
H1 -2.30938 0.83674 0.48580  0.3289
O1 -3.57802 0.22772 -1.69707  -0.5655
C1 1.21362 -2.72391 0.83048  -1.2142
I1 -6.57308 -5.69612 0.47477  0.0210
O2 -4.74886 -1.56546 -1.10753  -0.3592
C2 -1.53445 -0.57699 1.88961  0.6498
H2 4.42500 3.15601 -4.21588  0.3113
H3 -5.14674 -1.79757 0.93668  0.2627
H4 -3.50912 0.08359 1.55308  0.3852
O3 -1.61549 -0.52760 3.07378  -0.5353
H5 5.52457 3.60488 -2.04043  0.3631
H6 3.00762 1.21913 -3.56107  0.2485
H7 5.44219 1.90458 -1.60300  0.3884
C3 -4.31031 -3.65885 0.19316  0.2483
C4 4.95252 2.68856 -2.18063  -0.8732
H8 -5.33376 -3.91795 2.08378  0.4754
C5 -3.71928 -0.73116 -0.99621  0.6015
O4 -1.03723 -3.14162 1.56514  -0.5405
C6 1.56412 3.69800 0.62782  -0.3208
C7 -4.95932 -4.53103 1.26749  -1.1726
H9 1.95914 2.18172 2.97653  0.4018
O5 -0.38439 -1.00519 1.24756  -0.2347
H10 1.43623 4.64525 0.10304  0.3756
C8 -2.61521 -0.10328 0.95832  -0.5248
H11 -4.24828 -4.19043 -0.75509  0.2972
H12 5.87341 2.17958 -4.05951  0.3137
C9 4.57901 -0.10378 -3.24806  0.2097
C10 2.99411 3.48473 0.84854  0.2659
H13 3.97619 0.85837 -4.98802  0.2933
H14 -0.26816 3.88124 1.72323  0.3156
N1 4.11580 3.29187 1.01796  -0.4719
H15 0.32876 2.37674 3.60713  0.3601
C11 -5.12314 -2.38635 0.01750  -0.3703
C12 -0.17788 -2.36590 1.24156  0.8165
C13 0.92293 2.36961 2.69382  -0.9241
H16 1.20279 2.90237 -0.02694  0.2257
H17 -6.15241 -2.67868 -0.19512  0.3399
H18 0.58418 1.53391 2.07791  0.0654
H19 1.77165 -2.91441 1.74780  0.3064
O6 -2.81020 -1.09486 -0.04294  -0.1936
H20 -4.24875 -5.25231 1.65651  0.4518
H21 1.12688 4.51023 2.57962  0.3175
H22 -3.30261 -3.43681 0.54003  -0.1820
C14 0.78302 3.69058 1.94694  -0.5623
H23 1.16968 -3.65221 0.26621  0.3431
H24 1.68892 -1.94222 0.24705  0.3455
C15 4.86903 2.32861 -3.65933  -0.4931
N2 5.01172 -1.02940 -2.71839  -0.4420
H25 3.96077 2.84585 -1.75797  -0.0085
C16 4.02790 1.07325 -3.92028  -0.3400